1.
# C4H27O12

A 11-piece molecular cluster, C4H27O12 overall (wB97M-V/def2-TZVPD, the Open Molecules 2025 dataset).

Cartesian coordinates (Å):
H 1.210 0.936 -2.600
H -3.036 -0.468 -0.666
C 0.342 2.396 0.471
O -0.905 -2.993 -0.550
O -2.744 -0.667 -1.584
H 1.253 2.539 -0.110
H -0.831 -1.104 2.023
C -0.685 3.425 0.023
H -3.642 0.740 1.197
H -1.763 -1.871 3.026
H 2.719 -0.741 -2.404
H -0.540 0.850 -0.734
O -3.518 -0.199 1.039
O -1.539 -0.980 2.738
H -0.273 -0.651 -3.298
O -0.608 0.266 -3.190
H -1.060 0.828 0.934
H -1.427 0.124 -2.673
O 0.316 -2.331 -3.033
H 0.471 -0.591 3.839
C 0.829 -0.110 0.555
H 1.229 -2.140 -2.717
H -0.399 -3.811 -0.467
H -0.439 -2.343 0.029
H -0.300 4.443 0.099
H 0.620 2.560 1.514
H 2.377 0.616 3.191
H 2.747 1.153 1.816
O 0.415 -1.232 1.033
C -0.190 0.974 0.295
O 2.140 1.067 -2.341
H 2.159 0.977 -1.366
H 2.684 -1.436 -1.076
H -0.976 3.260 -1.019
O 1.388 -0.858 3.705
H -2.817 -0.497 1.669
H -1.617 3.379 0.596
O 2.764 1.401 2.753
H -2.339 -1.540 -1.511
O 2.023 0.081 0.265
O 2.747 -1.647 -2.021
H -0.173 -2.614 -2.239
H 1.385 -1.192 2.791

## Properties
E	-29162.2749	eV
ΔE to the lowest compared entry with this formula, charge and spin	0.0	kcal/mol
LUMO	0.1003	hartree
HOMO energy	-0.268	Eh
max |F|	0.0113	Eh/bohr
total charge	-1

=====

2.
# C4H28BO22

A 15-piece molecular cluster, C4H28BO22 overall (wB97M-V/def2-TZVPD, the Open Molecules 2025 dataset).

Cartesian coordinates (Å):
C -8.384 16.766 11.658
H -9.440 21.094 9.803
O -7.716 16.939 10.543
H -10.938 21.391 14.334
H -11.476 14.662 11.822
C -6.885 19.175 8.236
H -11.987 17.116 15.652
O -7.600 21.812 6.501
O -8.335 15.811 5.648
H -5.203 20.009 12.577
O -8.884 18.208 8.781
O -4.097 17.816 11.136
H -4.863 18.396 11.036
H -7.795 15.213 6.173
H -5.051 20.895 10.527
H -9.955 14.556 11.888
O -9.842 21.833 10.268
O -9.620 18.341 13.059
H -10.731 19.938 13.906
C -8.284 18.792 7.764
O -6.792 18.915 9.552
O -10.745 14.079 11.600
O -5.962 19.506 7.560
H -8.196 21.634 5.770
H -5.141 14.292 11.290
H -5.064 20.245 5.589
H -11.978 18.683 5.761
H -4.468 16.948 11.349
B -8.038 18.266 10.001
H -8.600 16.502 6.265
H -10.519 17.128 15.241
H -9.124 22.193 10.796
O -5.162 21.026 5.027
O -7.498 15.952 15.181
H -6.762 15.334 15.163
O -8.721 18.952 6.661
O -3.266 18.086 7.056
O -11.277 20.502 14.468
C -9.074 18.090 12.021
H -8.100 15.627 14.501
O -6.069 20.145 12.172
O -8.812 18.960 11.057
O -11.107 17.315 15.981
H -6.698 19.964 12.879
O -5.341 15.033 11.870
O -4.848 21.491 9.796
H -3.446 18.395 7.951
H -6.738 21.521 6.187
H -10.755 17.824 5.507
O -11.482 18.263 5.053
H -3.090 18.885 6.553
O -8.404 15.751 12.307
H -4.650 20.833 4.238
H -3.968 21.239 9.504
H -6.251 15.275 11.654

## Properties
E	-50333.1906	eV
ΔE to the lowest compared entry with this formula, charge and spin	22.6	kcal/mol
LUMO	0.0706	hartree
HOMO energy	-0.296	Eh
max |F|	0.0254	Eh/bohr
total charge	-1

=====

3.
# C4H28BO22

A 15-piece molecular cluster, C4H28BO22 overall (wB97M-V/def2-TZVPD, the Open Molecules 2025 dataset).

Cartesian coordinates (Å):
C 16.420 -4.483 8.993
H 26.165 -4.505 5.451
H 22.071 1.464 11.151
O 12.789 -4.038 13.998
H 16.784 -0.415 6.372
H 12.524 -1.317 10.334
O 22.134 -7.703 6.022
O 21.965 -3.709 9.021
H 16.994 -4.221 13.862
O 26.134 -4.894 6.325
H 12.753 -4.731 13.339
C 20.878 -4.254 9.096
H 24.428 -8.106 14.029
O 19.904 -4.109 8.325
B 18.665 -4.790 9.005
H 25.264 0.217 6.099
O 22.936 -3.926 4.201
H 15.143 0.589 10.186
H 12.580 -9.781 8.649
H 12.164 -4.312 14.669
O 16.381 -4.546 14.522
O 15.641 0.908 10.938
H 17.270 -0.462 7.805
O 15.856 -6.457 7.696
C 16.741 -5.873 8.329
H 12.358 -8.766 7.548
H 15.518 -4.306 14.186
O 12.615 -7.464 3.345
O 11.898 -9.258 8.229
O 17.547 -3.841 9.218
H 22.687 -4.570 4.865
H 22.581 0.230 10.437
O 25.850 -0.532 6.211
H 13.216 -6.727 3.458
H 27.246 -5.339 10.062
O 19.236 -5.402 10.210
O 12.002 -0.515 10.351
O 18.052 -5.856 8.200
H 12.193 -0.086 9.517
O 22.132 1.062 10.284
O 21.404 -5.637 10.983
H 25.206 -4.886 6.559
H 21.201 -7.890 5.918
H 22.104 -3.572 3.886
H 25.359 -1.140 6.763
H 13.066 -8.205 3.750
H 22.560 -8.557 5.943
H 25.936 -5.902 10.572
O 15.408 -3.988 9.267
O 24.106 -7.349 14.519
H 15.271 1.771 11.123
O 16.559 -0.129 7.257
C 20.512 -5.227 10.236
O 26.770 -5.536 10.869
H 23.718 -6.780 13.854

## Properties
E	-50330.8499	eV
ΔE to the lowest compared entry with this formula, charge and spin	76.6	kcal/mol
LUMO	0.0732	hartree
HOMO energy	-0.271	Eh
max |F|	0.0930	Eh/bohr
total charge	-1

=====

4.
# C4H28N2O11

A 10-piece molecular cluster, C4H28N2O11 overall (wB97M-V/def2-TZVPD, the Open Molecules 2025 dataset).

Cartesian coordinates (Å):
N -1.334 -0.322 -1.778
H -0.003 -0.705 1.664
H -3.320 -1.225 -2.286
H -0.085 1.629 4.225
H 0.890 -2.217 -0.979
H 0.390 1.347 2.943
O -3.070 -1.070 3.098
H -2.552 -0.738 3.842
C 0.374 0.818 -3.386
O 3.249 -3.239 0.560
O 0.139 -1.435 1.036
H 3.319 -2.261 0.511
H 0.339 1.111 0.810
N 1.354 0.517 -2.364
C -2.183 -1.408 -2.149
H -1.341 1.612 -2.435
H 3.701 -3.380 1.395
H -1.816 0.381 -3.626
H -2.260 -2.187 -1.390
H -2.238 1.683 3.140
O -2.548 1.226 3.924
H -0.816 -1.649 1.027
H -0.468 -0.605 -1.327
H 0.703 0.202 -4.235
H -3.429 0.873 3.777
O 1.330 2.675 -1.491
H -4.842 1.099 -0.707
O 0.723 1.251 3.845
O 1.575 -2.117 -1.640
H -2.133 -1.780 -3.193
O 2.096 0.878 -0.304
H -3.647 0.354 -0.550
O -0.590 1.364 0.883
C -1.048 0.663 -2.867
O -4.446 0.539 -0.022
H -1.099 0.928 0.181
H 1.502 3.170 -0.684
H 3.535 0.017 1.659
H 3.706 -0.250 0.180
H -3.616 -1.822 3.320
C 1.649 1.351 -1.323
O 3.764 -0.686 1.045
H 2.408 -2.516 -1.344
H 1.661 -0.476 -2.217
H 0.678 1.734 -3.941

## Properties
E	-30104.8131	eV
ΔE to the lowest compared entry with this formula, charge and spin	71.9	kcal/mol
LUMO	0.0109	hartree
SMILES	CNCCNC(=O)O.O.O.O.O.O.O.O.O.O
HOMO energy	-0.346	Eh
max |F|	0.0660	Eh/bohr
total charge	0

=====

5.
# C4H28O12

A 12-piece molecular cluster, C4H28O12 overall (wB97M-V/def2-TZVPD, the Open Molecules 2025 dataset).

Cartesian coordinates (Å):
H 1.841 -2.411 -4.423
H -0.801 -3.873 -0.883
O -3.836 -2.048 -0.781
H 0.991 0.318 -1.624
H -4.375 -1.471 -0.230
H -1.307 1.001 0.507
H 0.384 0.207 3.276
H -1.354 2.826 -0.878
C 0.658 -2.920 -2.909
H 0.211 -0.591 -3.844
O -0.748 1.842 0.477
O 0.517 0.876 3.959
O -1.838 -0.399 0.640
H 2.450 -2.586 -1.744
O 1.542 0.891 -1.074
O -0.211 0.200 -3.493
H -0.852 2.496 1.168
H -2.293 -0.670 1.444
H -0.375 -3.197 -3.072
O -2.132 0.134 3.398
H -0.461 0.860 -4.132
H -1.735 0.995 3.244
H -0.783 -3.051 0.863
H -2.526 3.237 -1.841
O -0.607 3.217 2.899
O 3.542 2.325 0.413
H 1.265 -1.985 0.285
H -1.068 -0.979 0.491
O 3.795 -0.307 0.884
C 1.367 -2.580 -1.789
O 1.138 -3.035 -4.250
H -0.390 2.697 3.682
H 2.896 2.812 0.926
C -0.472 -3.127 -0.172
H 3.079 1.803 -0.257
H -2.596 0.164 4.232
O -1.758 3.571 -1.376
H -0.369 4.134 3.055
H 1.417 1.186 3.829
C 0.767 -2.568 -0.496
H 0.924 1.249 -0.421
H -3.092 -1.468 -0.992
H 3.122 -0.398 0.193
H 4.074 0.623 0.815

## Properties
spin multiplicity	2
E	-29171.1722	eV
ΔE to the lowest compared entry with this formula, charge and spin	4.4	kcal/mol
LUMO (alpha / beta)	0.0708 / 0.0704	hartree
<S²>	0.769
HOMO energy (alpha / beta)	-0.016 / -0.122	Eh
max |F|	0.0353	Eh/bohr
total charge	-1

=====

6.
# C4H29N3O8

A 9-piece molecular cluster, C4H29N3O8 overall (wB97M-V/def2-TZVPD, the Open Molecules 2025 dataset).

Cartesian coordinates (Å):
N -3.530 0.460 -0.308
H 1.126 1.280 -2.081
C -2.567 1.178 0.533
H -4.400 0.242 0.161
H 1.075 2.124 2.852
C 1.294 0.910 -1.075
H 0.503 -2.821 -0.906
O 2.854 -1.859 0.640
H -3.273 1.457 -2.153
H 3.650 0.017 2.412
H 0.382 -0.535 0.796
H 0.402 0.948 1.601
H -1.568 0.866 -3.185
H 0.127 -2.208 2.325
N 1.746 -0.453 -1.223
H -2.004 -0.633 1.486
H 0.890 -1.315 3.222
H 2.759 -1.288 1.418
H -1.743 0.583 2.494
O -0.025 -1.584 3.049
H 0.070 -1.940 -2.967
H -3.041 -0.353 -0.653
H 0.907 -1.025 -1.101
H -3.064 1.977 1.141
H -2.542 2.840 -2.187
C -1.620 0.382 1.426
O -0.644 0.515 -3.309
C -0.185 0.407 0.847
H -0.767 0.876 -1.084
H 1.514 2.471 1.394
N -0.027 1.181 -0.442
O 0.849 -2.450 -3.262
H 1.464 -1.910 -2.717
O 0.285 -3.007 0.019
H 2.527 -0.790 -0.638
H -0.271 1.190 -3.887
O 1.817 2.440 2.311
O -2.722 2.052 -2.699
H -2.109 2.004 -0.083
H 2.095 1.499 -0.595
H 0.413 -3.954 0.141
O 2.854 -0.134 2.950
H 2.044 -2.383 0.524
H 2.454 0.742 2.813

## Properties
spin multiplicity	2
E	-25459.1318	eV
ΔE to the lowest compared entry with this formula, charge and spin	24.1	kcal/mol
LUMO (alpha / beta)	-0.1093 / -0.3024	hartree
<S²>	0.758
HOMO energy (alpha / beta)	-0.486 / -0.485	Eh
max |F|	0.0663	Eh/bohr
total charge	+1

=====

7.
# C4H2Br3F3

C4H2Br3F3 as an isolated structure (wB97M-V/def2-TZVPD, the Open Molecules 2025 dataset).

Cartesian coordinates (Å):
Br 1.968 0.308 -1.937
F -0.957 -1.728 -1.225
H -2.383 0.321 0.428
F -1.139 -2.116 0.861
C -1.408 0.712 0.485
F 0.829 -2.017 -0.003
C -0.402 -1.461 -0.018
H -1.458 1.732 0.363
Br 2.754 0.456 1.119
C 1.505 0.917 -0.144
Br 1.007 2.855 -0.142
C -0.315 0.022 0.212

## Properties
E	-222457.5300	eV
LUMO	-0.0205	hartree
HOMO energy	-0.379	Eh
max |F|	0.0928	Eh/bohr
total charge	0

=====

8.
# C4H2BrNO

The molecule C4H2BrNO (wB97M-V/def2-TZVPD, the Open Molecules 2025 dataset).

Cartesian coordinates (Å):
C 2.818 1.181 -0.392
C 0.127 -0.529 0.062
O 1.333 3.018 0.139
H 0.062 -0.392 -1.033
Br 3.854 -0.225 0.013
C 2.105 2.127 0.098
N 2.169 -1.872 -0.009
H -0.721 -0.356 0.829
C 1.126 -1.359 0.185

## Properties
E	-77753.7336	eV
ΔE to the lowest compared entry with this formula, charge and spin	110.0	kcal/mol
LUMO	-0.0941	hartree
HOMO energy	-0.323	Eh
max |F|	0.0604	Eh/bohr
total charge	0

=====

9.
# C4H2Cl2N2O6S

C4H2Cl2N2O6S as an isolated structure (wB97M-V/def2-TZVPD, the Open Molecules 2025 dataset).

Cartesian coordinates (Å):
C -0.104 -0.837 1.615
O -0.180 1.216 2.513
C 0.838 1.961 -2.071
N -0.161 0.549 1.463
H 0.251 -2.693 0.641
Cl 2.439 2.187 -1.941
Cl 1.504 -1.514 -1.720
N -0.255 1.817 -1.759
O -1.395 -1.148 -1.108
C 0.554 -1.584 0.708
O -0.359 0.948 0.324
O 2.255 0.024 0.287
S -2.338 -0.200 -0.572
O -1.441 1.646 -1.593
H -0.682 -1.250 2.434
O -2.514 -0.209 0.839
C 1.589 -0.912 -0.058

## Properties
spin multiplicity	3
E	-55313.9529	eV
ΔE to the lowest compared entry with this formula, charge and spin	42.8	kcal/mol
LUMO (alpha / beta)	-0.0238 / -0.1478	hartree
<S²>	2.016
HOMO energy (alpha / beta)	-0.293 / -0.367	Eh
max |F|	0.1165	Eh/bohr
total charge	0

=====

10.
# C4H2ClF3N2

C4H2ClF3N2 as an isolated structure (wB97M-V/def2-TZVPD, the Open Molecules 2025 dataset).

Cartesian coordinates (Å):
F 0.791 -1.690 1.474
F 1.068 -1.939 -1.339
Cl -2.144 -1.835 0.602
H 1.358 2.512 0.111
N -0.310 1.876 -0.468
N 1.062 0.485 0.870
H 1.963 -2.032 -1.281
C -1.025 -0.605 0.439
C 0.233 -0.548 0.928
C 0.765 1.583 0.266
C -1.292 1.047 -0.479
F -2.468 1.146 -1.123

## Properties
E	-27832.7248	eV
ΔE to the lowest compared entry with this formula, charge and spin	0.0	kcal/mol
LUMO	-0.0111	hartree
HOMO energy	-0.351	Eh
max |F|	0.1031	Eh/bohr
total charge	0

=====

11.
# C4H2ClFO2

The molecule C4H2ClFO2 (wB97M-V/def2-TZVPD, the Open Molecules 2025 dataset).

Cartesian coordinates (Å):
F -0.534 1.912 -0.017
O -2.680 0.286 0.036
C -0.361 0.638 0.036
C 0.190 -1.563 0.025
Cl 2.465 0.160 0.003
H 0.582 -2.530 -0.729
O -1.263 -1.328 -0.039
C 0.672 -0.150 -0.065
H 0.473 -1.817 1.125
C -1.601 -0.134 -0.041

## Properties
E	-23513.0609	eV
ΔE to the lowest compared entry with this formula, charge and spin	12.8	kcal/mol
LUMO	0.0117	hartree
SMILES	O=C1OCC(Cl)=C1F
HOMO energy	-0.386	Eh
max |F|	0.1535	Eh/bohr
total charge	0

=====

12.
# C4H2ClN

A 2-piece molecular cluster, C4H2ClN overall (wB97M-V/def2-TZVPD, the Open Molecules 2025 dataset).

Cartesian coordinates (Å):
C -0.643 1.034 0.102
Cl 0.211 -1.877 0.569
H 2.657 -0.728 -0.427
N 1.933 -0.079 -0.222
C 0.842 -0.400 0.124
H -0.606 1.850 0.797
C -2.706 -0.273 -0.557
C -1.688 0.473 -0.387

## Properties
E	-18185.2888	eV
ΔE to the lowest compared entry with this formula, charge and spin	118.4	kcal/mol
LUMO	-0.0627	hartree
HOMO energy	-0.341	Eh
max |F|	0.0968	Eh/bohr
total charge	0